Entry 1:
47
Properties=species:S:1:pos:R:3:mulliken_spin:R:1 method="wB97M-V/def2-TZVPD" lumo_energy_ev="-5.8 / -6.0" total_charge=+1 spin_multiplicity=11 gap_ev="7.0 / 6.8" s2=30.0077
Mn -0.2548 -1.0307 2.5350 4.882
Mn -1.7851 -3.6302 1.7003 4.856
S 1.7552 1.4458 3.2258 0.031
S 2.0712 0.3798 0.6916 0.016
F 4.1343 -0.8783 1.7914 0.000
F 2.1049 4.0116 2.9911 0.000
F 3.6632 -1.4338 -0.2742 0.001
F 0.8636 3.2172 1.4100 0.000
F 2.4389 -2.1635 1.3336 0.005
F 0.0628 3.4563 3.4231 0.000
O -1.8488 2.2872 1.3853 0.002
O 1.2391 -0.0566 -0.4026 0.009
O -1.7162 0.0604 1.2944 0.017
O 1.8658 -3.1117 -4.7424 0.000
O -1.9608 -2.2806 3.1320 0.106
O 3.1628 1.4552 3.3151 0.004
O 0.4919 -4.7631 -5.3676 0.000
O 0.7557 -4.2534 -3.1877 0.000
O -0.3119 -2.5299 1.0736 0.095
O 2.9090 1.4964 0.4431 0.001
O 1.0195 1.1305 4.4187 0.007
O -3.3789 1.1513 0.3061 -0.004
N 1.1511 0.4073 2.0443 -0.026
C 1.4090 -3.1953 -2.4804 -0.001
C -3.6472 2.5209 -0.0963 0.000
C 3.1857 -1.1011 0.9182 0.001
C -5.1214 2.8789 -0.0478 0.000
C -2.7927 3.2661 0.9421 0.000
C -2.2823 1.0888 1.0187 -0.015
C 1.1308 3.1619 2.7081 0.002
C 2.2821 -2.4730 -3.5285 0.000
C 1.0445 -4.1631 -4.5100 0.000
C 2.0176 -1.0019 -3.6673 0.000
H -5.4486 3.1557 -1.0526 0.000
H 2.6524 -0.5721 -4.4486 0.000
H 3.3145 -2.6857 -3.2474 0.000
H -2.2220 4.0967 0.5320 0.000
H 2.2638 -0.4347 -2.7696 0.000
H 1.0068 -0.7656 -4.0010 0.000
H -3.2821 2.7252 -1.1014 0.000
H 0.7136 -2.5546 -1.9318 0.003
H -3.4007 3.6668 1.7542 0.000
H 0.4584 -2.4064 0.5062 0.005
H -5.2906 3.7165 0.6224 0.000
H 1.9973 -3.7188 -1.7212 -0.001
H -5.7923 2.0403 0.1387 0.000
H -2.6293 -1.6129 2.9234 0.006


Entry 2:
28
Properties=species:S:1:pos:R:3:mulliken_charge:R:1 method="wB97M-V/def2-TZVPD" lumo_energy_ev=0.8 gap_ev=10.1 smiles="CC[C@](NC)(c1ccccc1)[N+](=O)[O-]"
O 1.9306 1.8658 1.1755 -0.639
O 1.6755 2.2100 -0.8945 -0.598
N 1.6206 1.5142 0.0681 0.841
N 1.3135 -0.7401 0.9015 -0.295
C -1.2766 1.7520 0.1038 -0.136
C -0.6327 0.4795 -0.0383 -0.557
C 1.2995 -0.3792 -1.5642 -0.771
C -3.3916 0.7295 -0.0990 -0.543
C -2.8322 -0.5597 -0.2015 -1.022
C -1.4269 -0.6697 -0.2290 -0.228
C 0.8265 0.1221 -0.1360 1.616
C -2.6031 1.8681 -0.0273 -0.746
C 2.4688 -1.2463 -1.4616 -1.055
C 0.3989 -1.1451 2.0179 -1.060
H 3.2630 -0.7191 -0.8477 0.280
H -2.8647 2.8904 0.1210 0.398
H 2.1038 -2.1524 -0.9513 0.274
H -4.3798 0.8552 0.0090 0.499
H -0.7146 2.5700 0.5995 0.283
H 2.1027 -0.5111 1.4336 0.289
H 2.7810 -1.5694 -2.5319 0.357
H -0.9055 -1.6522 -0.2294 0.370
H 1.6185 0.4695 -2.1830 0.408
H 0.9757 -1.1366 2.9089 0.384
H -0.3948 -0.4812 2.1768 0.405
H 0.4619 -0.8397 -1.9874 0.434
H -0.0157 -2.1489 1.9845 0.287
H -3.4024 -1.3755 -0.1181 0.527


The records above give, respectively, energy relative to the best compared isomer or geometry (same formula, charge and spin) values of 0.0; 80.7 kcal/mol.